i | An isolated molecule of C7H9P. Source: the OMol25 dataset; level of theory: ωB97M-V with the def2-TZVPD basis set.

XYZ file:
```
17
Properties=species:S:1:pos:R:3:lowdin_charge:R:1
C -3.75 -0.11 -0.34 -0.095
C -2.36 0.13 -0.50 -0.106
C -1.19 0.15 -0.71 -0.062
C 0.16 0.35 -0.76 -0.352
P 1.66 1.36 -0.61 0.872
C 2.13 1.08 1.14 -0.350
C 1.39 -0.34 -1.08 -0.425
C 1.99 -1.63 -1.39 -0.099
H -3.88 -0.83 0.36 0.040
H -4.37 0.80 -0.12 0.100
H -3.93 -0.42 -1.41 0.116
H 2.77 1.83 1.49 -0.019
H 2.56 0.00 1.16 0.065
H 1.20 0.95 1.77 0.057
H 2.09 -2.15 -0.41 0.098
H 2.84 -1.33 -2.08 0.102
H 1.27 -2.21 -1.92 0.058
```

## Properties
SMILES: CC#CC1=P(C)=C1C
LUMO energy in eV: 0.91
Orbital gap in eV: 8.570
Charge: 0

---

ii | An isolated molecule of C7H9P. Source: the OMol25 dataset; level of theory: ωB97M-V with the def2-TZVPD basis set.

XYZ file:
```
17
Properties=species:S:1:pos:R:3:lowdin_charge:R:1
C 2.98 0.56 0.34 0.113
C 2.12 0.58 -0.51 -0.208
C 1.06 0.48 -1.38 -0.167
C 0.57 -0.93 -1.56 -0.176
C -0.49 -1.30 -0.88 -0.337
P -1.54 -0.20 0.01 0.833
C -0.70 1.35 -0.04 -0.201
C -1.79 -0.57 1.85 -0.297
H 3.54 0.99 1.14 0.024
H 0.95 1.12 -2.24 0.105
H 1.12 -1.66 -2.19 0.122
H -0.81 -2.24 -1.22 0.046
H -0.28 1.81 0.87 0.045
H -1.04 2.01 -0.83 0.011
H -2.19 0.29 2.34 0.008
H -0.89 -0.91 2.40 0.034
H -2.61 -1.38 1.89 0.046
```

## Properties
SMILES: C#C/C=C\C=P(=C)C
LUMO energy (alpha / beta) in eV: -0.25 / -0.27
Orbital gap (alpha / beta) in eV: 7.200 / 7.172
Charge: 0

---

Which of the structures shown above is the most stable? The most stable is i.